ORCA calculation (the ωB97M-V functional and the def2-TZVPD basis) on a 2-piece molecular cluster, CH2N2O2 overall.

Each line ends with the Mulliken charge.
Positions of all 7 atoms, in Å:
O -2.5554 0.6718 0.0202  -0.367
O 0.4552 1.4057 0.4360  -0.347
N -0.8301 -0.3730 1.3818  -0.264
N -0.4650 1.0778 1.2133  0.166
C -1.6249 0.4492 0.6868  0.450
H -0.3238 -1.1031 1.0770  0.250
H 0.0023 0.7376 -1.1755  0.113

Summary:
**HOMO-LUMO gap (alpha / beta)**: 9.0 / 8.8 eV
**Net charge**: 0
**HOMO level (alpha / beta)**: -10.012 / -10.237 eV
**Relative energy (zero: lowest compared OMol25 entry of this formula, charge and spin)**: 193.0 kcal per mole
**Multiplicity**: 1

***

ORCA calculation (the ωB97M-V functional and the def2-TZVPD basis) on C12H20ClI2NO5SSi2 as an isolated structure.

Each line ends with the Mulliken charge.
Positions of all 44 atoms, in Å:
I 1.4364 0.1391 -2.4072  0.001
I -2.9202 1.2557 0.6136  -0.072
Cl -1.0072 -1.3991 3.1324  -0.269
S -0.7229 4.9233 1.3061  -0.360
Si 0.5268 -0.5307 2.0961  0.327
Si -0.6125 1.1130 -0.1099  0.287
O -3.2365 -1.3167 -5.3338  -0.565
O -2.6989 -2.4373 -3.4824  -0.264
O 0.0172 -0.2300 0.5553  0.295
O 4.3881 0.4956 5.4853  -0.354
O 2.3774 0.0412 4.6275  -0.551
N 0.3062 2.4947 0.4575  -0.238
C -2.4365 -3.6295 -5.4837  -0.444
C -1.5679 0.4547 -2.7808  -0.052
C 4.3293 2.8496 5.5457  -0.496
C -2.8516 -2.3271 -4.8235  0.483
C 5.0498 1.6196 6.0911  -0.421
C -2.7533 1.4028 -3.0340  -1.399
C 3.1407 0.8369 5.0902  0.486
C -0.1681 3.5463 0.8175  0.360
C -0.4352 1.0906 -1.9709  -0.573
C 2.9116 2.3149 5.3510  -0.333
C -2.4367 -4.6196 -4.3193  -0.485
C -2.1189 -3.7070 -3.1376  -0.452
H -3.0345 1.3745 -4.0829  0.343
H -2.5558 -4.0344 -2.1980  0.329
H 4.9516 1.5292 7.1749  0.255
H -2.5301 2.4299 -2.7439  0.383
H 6.1030 1.5729 5.8275  0.309
H -1.0447 -3.5649 -2.9997  0.255
H -3.6282 1.0991 -2.4662  0.286
H -1.1641 0.1650 -3.7481  0.286
H -3.4326 -5.0469 -4.1984  0.261
H 2.3033 2.4063 6.2527  0.288
H -1.4403 -3.4876 -5.9069  0.248
H 4.7536 3.1277 4.5805  0.263
H -0.3016 2.1253 -2.2816  0.552
H -1.7276 -5.4374 -4.4240  0.327
H -1.9181 -0.4667 -2.3230  0.150
H -3.1281 -3.8793 -6.2832  0.315
H 2.3765 2.7626 4.5179  0.224
H 4.3999 3.7100 6.2070  0.322
H 1.6311 -1.4887 2.0475  -0.145
H 0.8696 0.7225 2.7616  -0.162

Summary:
**HOMO-LUMO gap**: 9.5 eV
**Net charge**: 0
**HOMO level**: -9.251 eV
**Multiplicity**: 1

***

ORCA calculation (the ωB97M-V functional and the def2-TZVPD basis) on a 4-piece molecular cluster, C3H13O5 overall.

Each line ends with the Mulliken charge.
Positions of all 21 atoms, in Å:
O -0.1913 -1.5562 -2.6974  -0.704
O -0.9867 0.8282 0.2503  -0.724
O -2.0781 0.1089 -1.8796  -0.887
O 1.8782 -0.7574 -0.3271  -0.514
O -1.9665 -1.6885 2.3019  -0.690
C 1.2616 1.0815 1.0990  -0.551
C 1.6708 -0.4249 1.0233  -0.205
C 0.0981 1.5939 0.0791  -0.475
H 1.0918 -0.7605 -0.8765  0.302
H -0.9674 -1.2620 -2.1894  0.377
H -1.8518 -0.9124 1.7211  0.366
H 0.0372 2.7161 0.2999  0.203
H 2.6979 -0.5206 1.4090  0.291
H -0.0679 -0.9443 -3.4256  0.288
H -1.5498 0.2509 -0.8434  0.466
H 0.9442 1.2148 2.1402  0.287
H -1.2939 -2.3563 2.1775  0.297
H -2.2716 1.0548 -1.8090  0.245
H 0.9192 -1.0770 1.5011  0.031
H 2.1804 1.7200 1.0319  0.336
H 0.4455 1.6911 -0.9863  0.262

Summary:
**HOMO-LUMO gap**: 8.4 eV
**Net charge**: -1
**HOMO level**: -4.537 eV
**Relative energy (zero: lowest compared OMol25 entry of this formula, charge and spin)**: 19.5 kcal per mole
**Multiplicity**: 1